{
  "formula": "C24H48CdFN4O4PS",
  "method": "wB97M-V/def2-TZVPD",
  "symbols": ["C", "C", "C", "C", "C", "C", "C", "C", "C", "C", "C", "C", "C", "C", "N", "C", "C", "C", "C", "C", "N", "C", "N", "N", "O", "C", "O", "C", "C", "C", "F", "P", "O", "O", "S", "H", "H", "H", "H", "H", "H", "H", "H", "H", "H", "H", "H", "H", "H", "H", "H", "H", "H", "H", "H", "H", "H", "H", "H", "H", "H", "H", "H", "H", "H", "H", "H", "H", "H", "H", "H", "H", "H", "H", "H", "H", "H", "H", "H", "H", "H", "H", "H", "Cd"],
  "coordinates": [[1.639, -6.125, -0.092], [0.726, -5.335, -1.025], [-0.015, -4.246, -0.245], [-1.272, -3.735, -0.954], [-0.976, -2.901, -2.194], [-0.154, -1.605, -1.817], [1.174, -1.563, -2.556], [2.299, -0.677, -1.979], [2.697, -0.964, -0.532], [3.612, 0.133, 0.088], [3.409, 0.389, 1.604], [2.812, 1.761, 2.039], [1.470, 1.739, 2.791], [0.254, 1.164, 2.084], [0.323, -0.304, 2.085], [-0.227, 1.804, 0.746], [0.761, 2.593, -0.140], [0.293, 2.745, -1.601], [-0.923, 3.694, -1.798], [-2.035, 2.878, -2.424], [-1.892, 2.765, -3.883], [-2.142, 1.519, -4.393], [-3.279, 0.843, -4.217], [-1.179, 0.985, -5.186], [-1.380, 2.633, 1.002], [-1.304, 2.914, 2.406], [-1.338, 3.987, 2.868], [-1.044, 1.533, 3.011], [-0.794, 1.711, 4.526], [-2.002, 1.844, 5.436], [-2.683, 3.020, 5.216], [-2.584, 0.611, 2.670], [-2.676, -0.685, 3.565], [-2.573, 0.078, 1.117], [-4.169, 1.698, 2.768], [2.412, -5.495, 0.338], [2.149, -6.885, -0.678], [1.071, -6.641, 0.676], [1.356, -4.850, -1.769], [0.012, -6.015, -1.482], [0.677, -3.443, 0.014], [-0.340, -4.685, 0.699], [-1.885, -3.178, -0.237], [-1.836, -4.612, -1.265], [-0.407, -3.457, -2.930], [-1.931, -2.572, -2.618], [-0.040, -1.618, -0.736], [-0.761, -0.703, -2.051], [0.974, -1.177, -3.554], [1.558, -2.579, -2.612], [2.060, 0.378, -2.135], [3.185, -0.860, -2.585], [3.269, -1.890, -0.541], [1.847, -1.098, 0.131], [3.561, 1.068, -0.468], [4.633, -0.216, -0.040], [4.409, 0.352, 2.025], [2.856, -0.435, 2.041], [2.814, 2.456, 1.207], [3.525, 2.157, 2.756], [1.646, 1.114, 3.662], [1.257, 2.758, 3.107], [0.033, -0.714, 2.958], [-0.099, -0.752, 1.286], [-0.504, 0.943, 0.127], [1.682, 2.016, -0.205], [1.029, 3.557, 0.286], [0.041, 1.767, -2.017], [1.135, 3.119, -2.177], [-1.259, 4.144, -0.878], [-0.713, 4.495, -2.505], [-1.963, 1.800, -2.064], [-3.026, 3.267, -2.198], [-0.948, 3.010, -4.179], [-3.959, 1.440, -3.731], [-0.277, 0.842, -4.746], [-1.501, 0.149, -5.662], [-0.254, 0.831, 4.882], [-0.144, 2.556, 4.718], [-1.631, 1.871, 6.459], [-2.705, 1.015, 5.381], [-1.938, -1.301, 3.437], [-3.067, 0.854, 0.795], [-2.835, 0.314, -1.910]],
  "lowdin_charge": [-0.100, -0.255, -0.222, -0.210, -0.188, -0.223, -0.181, -0.190, -0.189, -0.177, -0.167, -0.158, -0.115, -0.340, 0.110, -0.226, -0.095, -0.160, -0.121, -0.226, 0.111, -0.574, 0.063, 0.198, -0.048, -0.473, 0.240, -0.320, -0.119, -0.217, -0.042, 0.296, -0.138, -0.284, 0.530, 0.075, 0.077, 0.079, 0.097, 0.116, 0.097, 0.116, 0.104, 0.119, 0.112, 0.083, 0.067, 0.017, 0.106, 0.116, 0.088, 0.124, 0.121, 0.066, 0.096, 0.111, 0.107, 0.093, 0.084, 0.117, 0.129, 0.132, 0.084, 0.056, 0.104, 0.084, 0.147, 0.073, 0.125, 0.120, 0.138, -0.031, 0.138, 0.152, 0.035, 0.117, 0.131, 0.131, 0.131, 0.134, 0.098, 0.096, -0.029, 1.523],
  "homo_ev": -14.31,
  "total_charge": 2,
  "e_lumo_ev": -10.27
}

{
  "formula": "C24H48CuO35S8",
  "method": "wB97M-V/def2-TZVPD",
  "symbols": ["Cu", "S", "O", "O", "O", "O", "S", "O", "O", "O", "O", "C", "C", "C", "O", "C", "H", "H", "H", "H", "H", "H", "H", "H", "C", "C", "C", "O", "C", "H", "H", "H", "H", "H", "H", "H", "H", "C", "C", "C", "O", "C", "H", "H", "H", "H", "H", "H", "H", "H", "C", "C", "O", "S", "O", "O", "O", "H", "H", "H", "H", "C", "C", "O", "S", "O", "O", "O", "H", "H", "H", "H", "C", "C", "O", "S", "O", "O", "O", "H", "H", "H", "H", "C", "C", "O", "S", "O", "O", "O", "H", "H", "H", "H", "C", "C", "O", "S", "O", "O", "O", "H", "H", "H", "H", "C", "C", "O", "S", "O", "O", "O", "H", "H", "H", "H"],
  "coordinates": [[-1.286, 0.967, -1.619], [0.388, -0.104, 0.237], [1.189, -1.239, -0.159], [0.559, 1.044, -0.631], [-0.994, -0.426, 0.065], [0.670, 0.253, 1.601], [-3.591, 0.087, -2.796], [-3.686, 0.039, -4.235], [-4.957, -0.319, -2.411], [-2.539, -0.660, -2.291], [-3.215, 1.397, -2.337], [-1.132, 5.119, -3.312], [-0.267, 5.222, -2.118], [0.220, 3.836, -1.750], [-0.881, 3.042, -2.209], [-1.689, 3.684, -3.243], [-0.521, 5.372, -4.178], [-1.961, 5.824, -3.379], [-0.804, 5.686, -1.290], [0.587, 5.897, -2.164], [0.413, 3.762, -0.680], [1.153, 3.646, -2.281], [-2.742, 3.603, -2.974], [-1.507, 3.149, -4.175], [0.583, 0.605, -5.782], [1.680, 0.119, -4.876], [1.074, 0.397, -3.505], [-0.327, 0.673, -3.661], [-0.721, 0.378, -4.974], [0.625, -0.029, -6.668], [0.637, 1.672, -5.997], [2.590, 0.696, -5.041], [1.900, -0.941, -4.996], [1.510, 1.226, -2.947], [1.201, -0.489, -2.882], [-1.557, 1.019, -5.253], [-1.117, -0.624, -5.135], [-2.215, 3.488, 2.199], [-3.619, 3.111, 1.764], [-3.497, 2.533, 0.312], [-2.093, 2.296, 0.158], [-1.478, 2.440, 1.476], [-1.903, 3.368, 3.236], [-1.893, 4.445, 1.787], [-4.232, 4.013, 1.743], [-4.122, 2.382, 2.399], [-3.756, 3.317, -0.399], [-4.114, 1.656, 0.120], [-0.450, 2.801, 1.447], [-1.696, 1.484, 1.953], [3.935, -0.665, -1.373], [4.231, -1.852, -0.430], [5.545, -2.165, -0.830], [5.852, -1.930, -2.441], [5.794, -3.129, -3.257], [6.913, -0.941, -2.640], [4.436, -1.105, -2.599], [4.504, 0.222, -1.097], [2.893, -0.448, -1.609], [3.451, -2.613, -0.393], [4.203, -1.615, 0.633], [-1.442, -3.526, -1.216], [-0.298, -3.837, -0.214], [-0.293, -5.227, -0.048], [-1.766, -5.891, -0.354], [-2.438, -6.252, 0.902], [-1.688, -6.913, -1.426], [-2.438, -4.558, -0.951], [-1.022, -3.682, -2.210], [-1.865, -2.531, -1.079], [-0.492, -3.431, 0.779], [0.646, -3.515, -0.655], [1.704, -3.011, 2.480], [2.342, -1.920, 3.309], [3.570, -2.564, 3.683], [3.362, -4.188, 4.048], [2.580, -4.345, 5.267], [4.674, -4.902, 3.930], [2.370, -4.248, 2.697], [1.733, -2.778, 1.416], [0.662, -3.179, 2.756], [1.879, -1.746, 4.280], [2.601, -1.034, 2.728], [-0.689, 0.414, 4.634], [-1.279, -0.876, 4.235], [-0.775, -1.854, 5.175], [-0.412, -1.146, 6.610], [0.978, -1.396, 6.827], [-1.413, -1.460, 7.580], [-0.609, 0.344, 5.988], [-1.223, 1.318, 4.343], [0.350, 0.469, 4.310], [-1.158, -1.250, 3.219], [-2.339, -0.789, 4.476], [3.790, 2.093, 1.249], [3.339, 2.608, -0.135], [4.558, 2.630, -0.850], [5.900, 2.847, 0.099], [5.894, 4.224, 0.561], [7.031, 2.197, -0.485], [5.209, 1.892, 1.182], [3.330, 1.106, 1.302], [3.472, 2.650, 2.130], [2.810, 3.560, -0.188], [2.723, 1.927, -0.722], [-4.750, -1.839, 0.387], [-3.665, -1.696, 1.361], [-4.336, -1.776, 2.605], [-5.722, -2.728, 2.531], [-6.823, -1.959, 3.154], [-5.479, -4.083, 2.982], [-5.734, -2.670, 0.842], [-4.301, -2.224, -0.529], [-5.070, -0.825, 0.146], [-3.293, -0.675, 1.269], [-2.868, -2.430, 1.476]],
  "lowdin_charge": [0.685, 0.155, -0.333, -0.343, -0.331, -0.330, 0.137, -0.355, -0.363, -0.322, -0.330, -0.158, -0.195, -0.170, -0.201, -0.109, 0.108, 0.110, 0.111, 0.112, 0.111, 0.120, 0.118, 0.117, -0.157, -0.157, -0.175, -0.176, -0.190, 0.108, 0.110, 0.112, 0.117, 0.108, 0.110, 0.110, 0.125, -0.178, -0.141, -0.149, -0.186, -0.215, 0.111, 0.117, 0.100, 0.109, 0.117, 0.115, 0.126, 0.113, -0.177, -0.158, -0.192, 0.733, -0.249, -0.256, -0.211, 0.114, 0.097, 0.120, 0.127, -0.107, -0.200, -0.199, 0.708, -0.269, -0.286, -0.206, 0.136, 0.093, 0.109, 0.120, -0.189, -0.148, -0.242, 0.786, -0.252, -0.276, -0.206, 0.089, 0.126, 0.106, 0.114, -0.235, -0.152, -0.198, 0.671, -0.230, -0.224, -0.188, 0.132, 0.127, 0.130, 0.130, -0.131, -0.171, -0.236, 0.679, -0.251, -0.210, -0.208, 0.109, 0.134, 0.119, 0.095, -0.255, -0.196, -0.222, 0.775, -0.285, -0.251, -0.149, 0.133, 0.124, 0.123, 0.130],
  "multiplicity": 2,
  "homo_ev": [-3.36, -3.34],
  "total_charge": -2,
  "e_lumo_ev": [3.25, 3.24]
}

{
  "formula": "C24H48IN4O6P2Rb",
  "method": "wB97M-V/def2-TZVPD",
  "symbols": ["Rb", "C", "C", "N", "C", "C", "C", "C", "C", "C", "C", "N", "C", "C", "N", "N", "H", "H", "H", "H", "H", "H", "H", "H", "H", "H", "H", "H", "H", "H", "H", "H", "H", "H", "C", "C", "C", "O", "P", "O", "C", "P", "O", "O", "C", "C", "C", "O", "C", "C", "C", "O", "C", "C", "C", "H", "H", "H", "H", "H", "H", "H", "H", "H", "H", "H", "H", "H", "H", "H", "H", "H", "H", "H", "H", "H", "H", "H", "H", "H", "H", "H", "H", "H", "H", "I"],
  "coordinates": [[0.162, 0.585, 0.092], [-2.151, -2.333, -0.754], [-2.295, -1.993, 0.731], [-1.014, -1.730, 1.385], [-0.169, -2.895, 1.614], [0.703, -3.279, 0.429], [1.117, -4.596, 0.259], [1.933, -4.897, -0.817], [2.287, -3.888, -1.698], [1.825, -2.601, -1.452], [2.201, -1.456, -2.377], [1.187, -0.417, -2.478], [0.055, -0.695, -3.361], [-0.937, -1.708, -2.787], [-1.400, -1.318, -1.467], [1.065, -2.307, -0.401], [-3.157, -2.510, -1.163], [-1.610, -3.278, -0.854], [-2.841, -2.821, 1.207], [-2.910, -1.092, 0.831], [-1.168, -1.259, 2.266], [-0.752, -3.776, 1.917], [0.508, -2.655, 2.438], [0.800, -5.364, 0.955], [2.279, -5.912, -0.978], [2.903, -4.093, -2.566], [2.468, -1.877, -3.357], [3.100, -0.996, -1.959], [1.628, 0.446, -2.761], [0.378, -1.070, -4.344], [-0.469, 0.251, -3.518], [-0.453, -2.685, -2.693], [-1.749, -1.836, -3.518], [-1.912, -0.444, -1.513], [3.076, 4.323, -0.264], [1.861, 4.020, -1.110], [1.245, 5.245, -1.759], [0.877, 3.280, -0.331], [-0.182, 3.722, 0.725], [-0.634, 2.599, 1.555], [-1.642, 4.284, -0.196], [-2.305, 2.823, -1.036], [-1.245, 2.040, -1.698], [-3.119, 1.924, -0.040], [-4.220, 2.196, 0.878], [-5.209, 3.204, 0.328], [-3.679, 2.573, 2.242], [-3.418, 3.371, -2.030], [-3.012, 3.882, -3.332], [-3.684, 5.223, -3.519], [-3.397, 2.859, -4.376], [0.475, 4.963, 1.418], [0.344, 5.434, 2.793], [0.349, 4.304, 3.802], [-0.876, 6.325, 2.891], [3.887, 4.659, -0.914], [3.393, 3.428, 0.274], [2.857, 5.111, 0.460], [2.127, 3.306, -1.887], [0.905, 5.958, -1.003], [0.409, 4.974, -2.409], [2.002, 5.738, -2.370], [-1.411, 5.042, -0.945], [-2.374, 4.680, 0.510], [-4.714, 1.229, 0.950], [-4.771, 4.203, 0.265], [-6.062, 3.252, 1.007], [-5.561, 2.921, -0.662], [-3.336, 3.611, 2.264], [-2.838, 1.940, 2.515], [-4.474, 2.463, 2.983], [-1.925, 4.003, -3.342], [-4.769, 5.106, -3.506], [-3.391, 5.657, -4.477], [-3.403, 5.917, -2.725], [-4.477, 2.698, -4.362], [-2.896, 1.911, -4.175], [-3.106, 3.206, -5.369], [1.243, 6.030, 2.933], [-0.574, 3.726, 3.760], [0.451, 4.734, 4.800], [1.183, 3.623, 3.624], [-1.791, 5.736, 2.781], [-0.858, 7.098, 2.121], [-0.902, 6.809, 3.869], [3.118, 0.772, 1.666]],
  "lowdin_charge": [0.704, -0.216, -0.208, -0.132, -0.154, -0.262, -0.027, -0.060, -0.026, -0.263, -0.156, -0.117, -0.208, -0.214, -0.121, 0.141, 0.118, 0.113, 0.113, 0.109, 0.106, 0.117, 0.134, 0.110, 0.106, 0.110, 0.116, 0.129, 0.104, 0.114, 0.100, 0.111, 0.117, 0.080, -0.047, -0.398, -0.042, -0.286, 0.372, -0.397, -0.183, 0.437, -0.350, -0.172, -0.403, -0.046, -0.038, -0.193, -0.452, -0.038, -0.032, -0.170, -0.403, -0.042, -0.042, 0.090, -0.001, 0.080, 0.144, 0.081, 0.072, 0.091, 0.071, 0.067, 0.141, 0.080, 0.092, 0.083, 0.069, 0.078, 0.092, 0.126, 0.089, 0.088, 0.079, 0.091, 0.078, 0.089, 0.143, 0.073, 0.090, 0.090, 0.073, 0.085, 0.089, -0.378],
  "homo_ev": -6.29,
  "e_lumo_ev": 0.12,
  "relative_energy_kj_mol": 66.14
}

Number 1: E -67205.613 eV. Number 2: E -228645.036 eV. Number 3: E -71253.620 eV.